The following is a quantum chemistry calculation of C3H8O4 as an isolated structure in a non-equilibrium geometry, from OMol25.

The orbital gap is 10.7628 eV. The energy relative to the best compared isomer or geometry (same formula, charge and spin) comes out at 264.9 kJ/mol. The molar mass is 108.1 Da. Its spin multiplicity is 1.

The geometry in XYZ format:
```
15
C3H8O4 (wB97M-V/def2-TZVPD)
C -1.992 0.291 -0.201
C -0.608 -0.021 -0.152
C 2.545 -0.134 0.025
O -0.433 -1.384 0.042
O 1.829 0.876 0.236
O 3.678 -0.214 0.671
O 2.274 -1.263 -0.495
H -2.456 1.270 -0.267
H -2.562 -0.314 -0.843
H -2.046 -0.112 0.884
H -0.083 0.603 0.592
H -1.040 -1.910 -0.460
H 0.023 0.294 -1.038
H 3.930 0.662 1.041
H 1.085 -1.085 -0.209
```

The following is a quantum chemistry calculation of C60H87CsFN6O9PS2Si as an isolated structure in a non-equilibrium geometry, from OMol25.

The orbital gap is 3.7378 eV. The molar mass is 1311.5 Da. As for the net charge: -2. Its spin multiplicity is 1.

The geometry in XYZ format:
```
168
C60H87CsFN6O9PS2Si (wB97M-V/def2-TZVPD)
Cs -0.575 -0.287 -0.078
O 3.786 -2.510 -0.582
C 3.432 -2.363 0.695
O 2.658 -3.070 1.277
C 4.132 -1.208 1.360
C 5.448 -1.343 1.795
C 6.024 -0.259 2.433
C 5.272 0.882 2.633
C 3.948 0.915 2.188
N 3.409 -0.118 1.534
C 3.048 2.073 2.386
O 3.458 3.004 3.301
O 2.036 2.264 1.796
H 3.193 -3.215 -0.971
H 5.993 -2.264 1.639
H 7.051 -0.301 2.770
H 5.724 1.751 3.095
H 4.155 2.638 3.855
O -2.628 -1.921 -6.180
C -1.273 -1.905 -6.279
C -0.665 -2.424 -7.421
C 0.714 -2.419 -7.562
C 1.505 -1.936 -6.533
C 0.902 -1.461 -5.377
C -0.480 -1.405 -5.230
C -0.992 -0.802 -3.938
O -0.369 -1.069 -2.882
N -2.100 -0.103 -4.090
N -2.479 0.728 -3.117
C -3.728 0.924 -2.941
C -4.208 1.883 -1.955
C -5.566 2.225 -1.922
C -6.023 3.104 -0.958
C -5.128 3.604 -0.024
C -3.799 3.212 -0.131
N -3.343 2.401 -1.072
H -2.988 -2.333 -6.971
H -1.287 -2.826 -8.216
H 1.166 -2.815 -8.465
H 2.586 -1.939 -6.626
H 1.504 -1.108 -4.550
H -4.480 0.361 -3.501
H -6.245 1.795 -2.649
H -7.070 3.381 -0.921
H -5.454 4.248 0.781
H -3.066 3.549 0.595
C 0.253 0.425 4.340
C 0.223 -1.082 4.601
C -0.189 -1.347 6.054
C 1.604 -1.679 4.324
O -0.738 -1.612 3.705
Si -1.462 -3.084 3.558
S -2.142 -3.238 1.629
O -2.609 -3.248 4.765
C -3.914 -2.676 4.867
C -4.920 -3.452 4.013
C -3.916 -1.199 4.471
C -4.301 -2.813 6.343
O -0.330 -4.171 4.097
C -0.308 -5.584 4.189
C 1.035 -6.042 3.614
C -1.443 -6.280 3.436
C -0.405 -5.933 5.679
H 0.927 0.922 5.045
H -0.751 0.840 4.442
H 0.594 0.617 3.320
H 0.503 -0.848 6.737
H -0.189 -2.421 6.253
H -1.198 -0.967 6.222
H 2.351 -1.246 4.999
H 1.885 -1.473 3.291
H 1.569 -2.759 4.451
H -4.656 -3.351 2.962
H -5.931 -3.073 4.183
H -4.887 -4.515 4.271
H -3.609 -1.075 3.432
H -3.215 -0.640 5.094
H -4.914 -0.773 4.589
H -4.292 -3.866 6.634
H -5.297 -2.401 6.515
H -3.580 -2.271 6.960
H 1.131 -5.667 2.595
H 1.099 -7.134 3.607
H 1.858 -5.638 4.208
H -1.422 -6.001 2.385
H -2.406 -5.966 3.841
H -1.341 -7.365 3.534
H 0.441 -5.500 6.218
H -0.413 -7.016 5.830
H -1.325 -5.501 6.074
C 6.390 3.998 -3.263
C 5.411 3.269 -4.201
C 4.120 2.854 -3.474
C 3.716 3.918 -2.450
C 4.782 3.968 -1.336
C 6.172 3.533 -1.827
P 2.019 3.580 -1.697
C 0.981 3.675 -3.240
C 1.018 4.892 -4.160
C 0.530 4.474 -5.557
C -0.625 3.457 -5.471
C -1.384 3.619 -4.158
C -0.484 3.267 -2.964
C 1.896 5.099 -0.588
C 0.549 5.179 0.153
C -0.482 6.061 -0.550
C 0.071 7.468 -0.759
C 1.327 7.403 -1.624
C 2.385 6.498 -0.996
H 6.218 5.078 -3.310
H 7.421 3.822 -3.579
H 5.890 2.380 -4.622
H 5.158 3.923 -5.040
H 4.254 1.899 -2.958
H 3.337 2.706 -4.217
H 3.692 4.882 -2.971
H 4.478 3.313 -0.521
H 4.841 4.981 -0.930
H 6.255 2.442 -1.789
H 6.944 3.939 -1.168
H 1.427 2.845 -3.803
H 2.020 5.324 -4.234
H 0.352 5.659 -3.763
H 1.362 4.037 -6.120
H 0.205 5.365 -6.104
H -0.240 2.434 -5.518
H -1.291 3.586 -6.327
H -2.253 2.960 -4.138
H -1.751 4.649 -4.081
H -0.547 2.189 -2.801
H -0.894 3.730 -2.068
H 2.608 4.736 0.161
H 0.731 5.604 1.146
H 0.153 4.172 0.308
H -1.391 6.097 0.053
H -0.746 5.635 -1.521
H 0.320 7.905 0.215
H -0.677 8.112 -1.229
H 1.751 8.403 -1.760
H 1.059 7.026 -2.612
H 2.737 6.988 -0.079
H 3.246 6.433 -1.667
S 1.485 -4.713 -1.306
C 1.401 -5.182 -2.901
N 2.472 -5.119 -3.733
C 2.541 -5.870 -4.973
C 1.179 -5.833 -5.647
C 0.134 -6.356 -4.678
N 0.253 -5.665 -3.408
H 3.327 -4.843 -3.286
H 2.838 -6.910 -4.779
H 3.299 -5.417 -5.614
H 1.187 -6.433 -6.557
H 0.942 -4.803 -5.905
H 0.271 -7.435 -4.531
H -0.867 -6.193 -5.078
H -0.543 -5.605 -2.797
F -6.741 3.121 4.526
C -5.583 2.709 3.891
C -5.682 1.886 2.789
C -4.503 1.493 2.148
C -3.233 1.887 2.587
C -3.207 2.712 3.717
C -4.368 3.136 4.378
H -6.664 1.574 2.440
H -4.593 0.849 1.273
H -2.250 3.061 4.108
H -4.339 3.792 5.245
```

The following is a quantum chemistry calculation of C20H42CoF6N4O6P as an isolated structure in a non-equilibrium geometry, from OMol25.

The orbital gap (spin up / spin down) is 9.1305 / 9.3939 eV. The energy relative to the best compared isomer or geometry (same formula, charge and spin) comes out at 0.0 kJ/mol. The molar mass is 638.5 Da. As for the net charge: +1. Its spin multiplicity is 2.

The geometry in XYZ format:
```
80
C20H42CoF6N4O6P (wB97M-V/def2-TZVPD)
Co -0.423 -0.055 0.218
N -5.528 3.917 -0.140
C -4.663 2.901 -0.218
N -5.030 1.787 -0.878
N -3.505 3.036 0.380
C -2.607 2.109 0.453
N -1.765 1.327 0.573
H -6.398 3.916 -0.640
H -5.233 4.760 0.321
H -5.888 1.751 -1.401
H -4.322 1.108 -1.102
C 5.202 0.097 1.865
C 3.829 -0.481 1.618
O 2.993 0.548 1.043
P 1.891 0.279 -0.091
O 1.816 1.711 -0.748
C 2.935 2.494 -1.243
C 3.468 3.432 -0.183
O 2.694 -0.607 -1.142
C 2.329 -1.977 -1.450
C 3.387 -2.548 -2.357
H 5.782 -0.566 2.509
H 5.112 1.067 2.357
H 5.738 0.233 0.925
H 3.376 -0.817 2.552
H 3.890 -1.332 0.937
H 2.526 3.056 -2.076
H 3.704 1.819 -1.619
H 2.650 4.013 0.248
H 4.181 4.121 -0.638
H 3.967 2.885 0.615
H 1.349 -1.977 -1.927
H 2.259 -2.559 -0.526
H 3.353 -2.075 -3.340
H 3.233 -3.622 -2.477
H 4.379 -2.385 -1.929
C 0.668 0.489 -3.657
C -0.619 0.325 -2.844
O -0.378 -0.286 -1.636
C -1.573 -0.593 -3.661
F -0.964 -1.769 -3.896
F -1.910 -0.067 -4.845
F -2.718 -0.875 -3.013
C -1.275 1.728 -2.717
F -0.585 2.488 -1.857
F -2.557 1.671 -2.267
F -1.307 2.384 -3.884
H 1.157 -0.480 -3.721
H 1.327 1.184 -3.138
H 0.468 0.857 -4.661
C 0.702 -2.463 2.204
C 0.206 -1.364 3.119
O 0.098 -0.103 2.430
C 0.685 0.985 3.184
C 0.172 2.328 2.728
H 0.765 -3.402 2.756
H 1.701 -2.226 1.827
H 0.031 -2.603 1.358
H 0.897 -1.247 3.953
H -0.773 -1.613 3.531
H 1.768 0.944 3.067
H 0.445 0.827 4.235
H 0.360 2.483 1.664
H 0.694 3.110 3.285
H -0.899 2.421 2.908
C -1.396 -3.327 -0.861
C -2.493 -2.508 -0.232
O -1.937 -1.622 0.760
C -2.859 -1.287 1.807
C -3.149 -2.458 2.732
H -1.798 -3.899 -1.699
H -0.967 -4.024 -0.137
H -0.615 -2.672 -1.246
H -3.214 -3.162 0.257
H -3.016 -1.912 -0.972
H -3.782 -0.900 1.362
H -2.389 -0.473 2.355
H -3.930 -3.115 2.350
H -3.477 -2.087 3.707
H -2.242 -3.051 2.877
```

The following is a quantum chemistry calculation of C5H6OS2 as an isolated structure in a non-equilibrium geometry, from OMol25.

The orbital gap is 8.4586 eV. The energy relative to the best compared isomer or geometry (same formula, charge and spin) comes out at 265.2 kJ/mol. The molar mass is 146.2 Da. Its spin multiplicity is 1.

The geometry in XYZ format:
```
14
C5H6OS2 (wB97M-V/def2-TZVPD)
C -1.592 0.375 0.294
C 0.805 1.393 -0.019
C 1.075 -0.142 0.048
C 0.090 -1.096 -0.689
C -0.713 -0.920 0.521
H 1.593 1.766 0.636
H 1.408 1.795 -0.887
H 2.141 -0.393 -0.071
H 0.335 -2.180 -1.082
H -0.302 -0.589 -1.472
H -1.335 -1.687 1.060
O 0.424 -0.422 1.329
S -3.175 0.134 0.129
S -0.754 1.965 0.202
```

The following is a quantum chemistry calculation of a 2-piece molecular cluster, C4H5NO overall, from OMol25.

The orbital gap is 10.6809 eV. The energy relative to the best compared isomer or geometry (same formula, charge and spin) comes out at 472.5 kJ/mol. The molar mass is 83.1 Da. As for the SMILES: C#[N+][O-].C#CC. Its spin multiplicity is 1.

The geometry in XYZ format:
```
11
C4H5NO (wB97M-V/def2-TZVPD)
C 1.128 1.981 0.206
C -0.034 1.119 0.420
C -1.002 0.428 0.608
O -2.243 -2.407 0.089
N -1.140 -2.475 -0.397
C -0.081 -2.524 -0.856
H 0.956 2.975 0.629
H 2.021 1.564 0.681
H 1.337 2.102 -0.861
H -1.842 -0.221 0.750
H 0.901 -2.541 -1.270
```

The following is a quantum chemistry calculation of one molecule with the formula C3H4OP2 in a non-equilibrium geometry, from OMol25.

The orbital gap is 8.0035 eV. The energy relative to the best compared isomer or geometry (same formula, charge and spin) comes out at 99.9 kJ/mol. The molar mass is 118.0 Da. As for the SMILES: OP1=CC=PC=1. Its spin multiplicity is 1.

The geometry in XYZ format:
```
10
C3H4OP2 (wB97M-V/def2-TZVPD)
C 0.623 -0.835 1.276
C 1.134 -0.538 0.046
C -1.271 0.989 0.569
O -0.308 -0.064 -2.109
P -0.775 0.144 1.921
P 0.330 0.812 -0.902
H 0.921 -1.545 2.105
H 1.891 -0.999 -0.460
H -1.986 1.743 0.620
H -0.559 0.293 -3.067
```

The following is a quantum chemistry calculation of one molecule with the formula C3H7NO2, from OMol25.

The orbital gap is 10.6835 eV. The energy relative to the best compared isomer or geometry (same formula, charge and spin) comes out at 52.8 kJ/mol. The molar mass is 89.1 Da. As for the SMILES: NC(=O)CCO. Its spin multiplicity is 1.

The geometry in XYZ format:
```
13
C3H7NO2 (wB97M-V/def2-TZVPD)
N 1.075 1.697 0.086
C 0.140 0.963 -0.586
O -0.845 1.467 -1.099
C 0.392 -0.533 -0.654
C -0.693 -1.246 0.143
O -0.613 -0.847 1.504
H 1.681 1.238 0.748
H 0.817 2.651 0.290
H 1.380 -0.805 -0.266
H 0.338 -0.836 -1.705
H -1.666 -0.989 -0.291
H -0.562 -2.335 0.079
H -1.442 -0.424 1.750
```